(1)
ORCA calculation (the ωB97M-V functional and the def2-TZVPD basis) on the ion C5H8N2 with charge +1.

- frontier orbital gap (alpha / beta) (eV) = 11.25 / 8.03
- energy above the lowest of the compared OMol25 structures with the same formula, charge and spin (kcal/mol) = 28.7
- E_LUMO (alpha / beta) (eV) = -3.920 / -8.013
- 2S+1 = 2
- charge = +1

Geometry as XYZ:
```
15
C5H8N2 (the ωB97M-V functional and the def2-TZVPD basis)
C -0.8212 1.5358 0.9272
C -0.4135 0.0162 1.2208
C 0.2267 -0.6764 0.0733
C 1.0228 -1.7943 -0.2359
N 1.1309 -1.9656 -1.6063
C 0.6478 -0.8070 -2.0939
N 0.1763 0.0275 -1.1366
H -0.0026 2.1622 0.7198
H -1.6566 2.1004 0.4101
H -1.2354 1.8840 1.9677
H -1.3006 -0.5493 1.3762
H 0.1663 -0.1110 2.2397
H 1.2508 -2.6534 0.3979
H 0.7011 -0.1977 -3.0190
H 0.1073 1.0285 -1.2409
```

=====

(2)
ORCA calculation (the ωB97M-V functional and the def2-TZVPD basis) on a structure of composition C12H24O6Tc.

- frontier orbital gap (alpha / beta) (eV) = 7.16 / 7.49
- E_LUMO (alpha / beta) (eV) = -18.028 / -17.537
- 2S+1 = 2
- charge = +4

Geometry as XYZ:
```
43
C12H24O6Tc (the ωB97M-V functional and the def2-TZVPD basis)
Tc 0.0587 -0.0827 0.0149
C 1.3779 -2.7532 -0.3540
C 1.1392 -2.6180 1.1095
O 1.1491 -1.1556 1.3904
C 0.7669 -0.7986 2.7762
C -0.7349 -0.8706 2.8607
O -1.2100 -0.4076 1.5214
C -2.6540 -0.0400 1.3951
C -2.9010 -0.0078 -0.0809
O -1.7272 0.6396 -0.7121
C -1.7459 2.1045 -0.9843
C -0.9237 2.7785 0.0677
O 0.2906 1.9445 0.3146
C 1.5941 2.4241 -0.2087
C 1.7304 1.8832 -1.5948
O 1.2951 0.4604 -1.4640
C 1.6872 -0.5003 -2.5403
C 0.6647 -1.5932 -2.4552
O 0.4138 -1.8282 -1.0109
H 1.1662 -3.7700 -0.6852
H 2.3898 -2.4793 -0.6492
H 1.9398 -3.0918 1.6785
H 0.1800 -3.0308 1.4217
H 1.1620 0.2004 2.9457
H 1.2401 -1.4829 3.4819
H -1.1083 -0.2053 3.6393
H -1.1517 -1.8643 3.0156
H -2.7879 0.9099 1.9099
H -3.2730 -0.7973 1.8787
H -3.8136 0.5366 -0.3260
H -2.9651 -1.0000 -0.5239
H -2.7753 2.4632 -0.9849
H -1.3453 2.2188 -1.9885
H -1.4253 2.8549 1.0295
H -0.6232 3.7788 -0.2442
H 2.3449 2.0354 0.4764
H 1.6391 3.5131 -0.1905
H 2.7641 1.9336 -1.9421
H 1.0815 2.3486 -2.3348
H 2.7102 -0.8047 -2.3278
H 1.6605 -0.0080 -3.5136
H 1.0169 -2.5119 -2.9262
H -0.2974 -1.3262 -2.8859
```

=====

(3)
ORCA calculation (the ωB97M-V functional and the def2-TZVPD basis) on a cluster of 2 separate species, C15H25N4O2 in total.

- frontier orbital gap (eV) = 8.91
- E_LUMO (eV) = -2.846
- charge = +1

Geometry as XYZ:
```
46
C15H25N4O2 (the ωB97M-V functional and the def2-TZVPD basis)
C 4.2819 2.2603 2.0028
C 3.3377 1.1648 1.5467
O 3.7041 -0.1017 2.0866
C 3.2748 1.1049 0.0273
O 2.2144 0.3116 -0.5066
C 0.9202 0.7608 -0.5177
C 0.7359 2.2492 -0.2319
C -0.7361 2.6444 -0.1336
N -1.5385 1.5303 0.4492
C -0.7395 0.6641 1.2141
N -0.9197 0.6943 2.5221
N 0.1290 -0.0809 0.5566
C 0.8300 -1.2036 1.1953
C 0.7986 -2.3820 0.2414
N 1.0418 -2.2201 -0.9813
H 5.2895 2.0553 1.6337
H 3.9836 3.2395 1.6261
H 4.3272 2.2892 3.0886
H 2.3376 1.3253 1.9626
H 4.4968 -0.4247 1.6413
H 3.2946 2.1007 -0.4185
H 4.1706 0.5914 -0.3260
H 0.4691 0.5043 -1.4753
H 1.2553 2.5424 0.6802
H 1.2012 2.7958 -1.0522
H -0.8490 3.5267 0.4924
H -1.1679 2.8776 -1.1036
H -1.8404 0.9676 -0.3436
H -1.6134 1.3371 2.8745
H -0.5232 0.0229 3.1591
H 1.8413 -0.9463 1.5127
H 0.2634 -1.5081 2.0745
H 0.4667 -3.3278 0.6784
H 0.8946 -3.0848 -1.5009
C -2.5892 -1.9654 -1.3850
C -3.7220 -1.3884 -0.8248
C -4.9356 -1.4445 -1.4964
C -5.0143 -2.0817 -2.7267
C -3.8824 -2.6590 -3.2867
C -2.6684 -2.5989 -2.6175
H -1.6411 -1.9148 -0.8649
H -3.6666 -0.9003 0.1425
H -5.8193 -0.9968 -1.0609
H -5.9601 -2.1300 -3.2499
H -3.9474 -3.1558 -4.2457
H -1.7860 -3.0449 -3.0590
```

=====

(4)
ORCA calculation (the ωB97M-V functional and the def2-TZVPD basis) on a cluster of 14 separate species, C38H110N6O17 in total.

- frontier orbital gap (eV) = 9.43
- E_LUMO (eV) = 0.504

Geometry as XYZ:
```
171
C38H110N6O17 (the ωB97M-V functional and the def2-TZVPD basis)
C -2.2633 -5.2129 1.8851
O -2.1745 -4.6297 0.5976
H -3.2434 -5.1496 2.3542
H -1.8935 -6.2361 2.0062
H -1.5582 -4.6859 2.5383
H -1.2447 -4.3861 0.5413
C -6.2508 -1.0470 -1.2751
O -7.2111 -1.3814 -2.2393
H -6.7477 -0.8766 -0.3152
H -5.6294 -1.9407 -1.1505
H -5.5876 -0.2031 -1.4533
H -7.7147 -2.1230 -1.8992
C -2.5296 -4.8410 -3.0554
O -3.6315 -4.0774 -2.6563
H -2.8118 -5.8964 -3.0462
H -2.3054 -4.6488 -4.1068
H -1.6196 -4.6158 -2.4942
H -4.0110 -4.3627 -1.8223
C 6.0099 -3.2276 -0.6537
O 6.5722 -4.2802 -1.4048
H 5.3093 -2.7250 -1.3259
H 5.3577 -3.5944 0.1372
H 6.8615 -2.5948 -0.4015
H 6.9883 -4.0281 -2.2293
C 3.9363 -6.7409 -0.2342
O 3.8466 -8.1330 -0.1844
H 3.0747 -6.1291 -0.5185
H 4.4321 -6.4635 0.6968
H 4.6270 -6.3936 -1.0149
H 3.4809 -8.3313 -1.0537
C 2.0638 -4.1292 -2.5629
O 1.3157 -5.0528 -3.3392
H 2.3181 -3.2937 -3.2248
H 1.5070 -3.7343 -1.7158
H 3.0518 -4.5103 -2.3085
H 0.4265 -4.7721 -3.5605
C -5.5053 3.0987 -3.3090
O -4.1388 3.5270 -3.3933
H -5.8101 2.8408 -4.3263
H -5.5816 2.2032 -2.6896
H -6.2269 3.8387 -2.9704
H -3.6761 2.8564 -3.9020
C -2.2037 1.1370 -6.1001
O -3.2417 1.0567 -7.0555
H -1.2752 1.4776 -6.5531
H -2.4020 1.7430 -5.2107
H -2.0641 0.1571 -5.6345
H -3.9500 0.5954 -6.5975
C -0.8245 1.9822 -3.1685
O -1.3936 0.7009 -3.0362
C -2.3247 0.5803 -1.9985
C -2.3274 -0.8637 -1.4817
N -1.2610 -1.1257 -0.4895
C 0.0453 -1.3019 -1.1248
C 1.0330 -1.8276 -0.0575
O 0.6391 -3.1242 0.3600
C 1.6694 -3.6417 1.2081
H -0.1409 2.1428 -2.3264
H -1.5641 2.7852 -3.1373
H -0.1787 2.0182 -4.0446
H -3.3083 0.8823 -2.3727
H -2.0867 1.2206 -1.1429
H -2.2958 -1.5596 -2.3291
H -3.2724 -1.2165 -1.0658
H -1.4131 -2.0881 -0.1941
H 0.4031 -0.2894 -1.3369
H 0.0552 -1.8297 -2.0812
H 1.2236 -1.1553 0.7839
H 2.0392 -1.7999 -0.4961
H 1.6777 -3.0126 2.1006
H 2.6372 -3.6544 0.7029
H 1.4296 -4.6660 1.4915
C -2.2837 4.9982 -0.7660
O -1.2461 5.9868 -0.8537
C -1.7213 7.0457 -1.6687
C -0.7556 8.1971 -1.7271
N -1.0543 9.3352 -0.8357
C -2.1770 10.1876 -1.2177
C -1.8679 11.6010 -0.6580
O -2.6831 11.9168 0.5116
C -2.4952 10.9523 1.5681
H -2.7178 4.6317 -1.6993
H -3.2286 5.3434 -0.3246
H -2.0045 4.2177 -0.0604
H -2.6748 7.4559 -1.3246
H -1.8053 6.6240 -2.6745
H -0.5705 8.5603 -2.7431
H 0.2245 7.8992 -1.3449
H -0.2048 9.8580 -0.6929
H -3.0622 9.7611 -0.7447
H -2.3699 10.2525 -2.2930
H -2.2773 12.1917 -1.4803
H -0.8366 11.9142 -0.5009
H -3.1662 10.1268 1.3276
H -2.7906 11.4828 2.4708
H -1.4671 10.5948 1.6209
C 3.1305 -0.1922 2.8061
O 3.6714 0.1145 1.5404
C 5.0878 -0.0473 1.4754
C 5.5505 0.5616 0.1890
N 5.0472 -0.0150 -1.0564
C 5.5836 0.6444 -2.2383
C 5.0800 -0.0467 -3.5489
O 3.6700 -0.0980 -3.7924
C 3.0576 1.1547 -3.4733
H 2.1179 -0.5554 2.6480
H 3.1386 0.7949 3.2834
H 3.7425 -0.7809 3.4927
H 5.3958 -1.0952 1.5459
H 5.6696 0.4730 2.2432
H 6.6328 0.6996 0.1623
H 5.1672 1.5930 0.1854
H 4.0405 0.0716 -1.1151
H 6.6703 0.5333 -2.2015
H 5.4272 1.7298 -2.2184
H 5.4526 -1.0707 -3.5060
H 5.6529 0.4032 -4.3656
H 3.0012 1.2181 -2.3838
H 2.0173 1.0252 -3.7703
H 3.5871 2.0193 -3.8718
C -1.7119 -7.9323 5.8909
C -1.0390 -9.1292 5.1756
C 0.3960 -8.8317 4.7778
O 0.4498 -7.8158 3.8048
C 1.7222 -7.7901 3.2320
N -1.0614 -10.1789 6.1933
H -2.5861 -8.1890 6.4849
H -2.0948 -7.1859 5.1856
H -1.0020 -7.2852 6.4103
H -1.6045 -9.5537 4.3461
H 0.7575 -9.7913 4.3870
H 0.9756 -8.6144 5.6802
H 1.8436 -8.7083 2.6459
H 2.6247 -7.8465 3.8525
H 1.8468 -6.8855 2.6382
H -0.5706 -10.9573 5.7624
H -0.5657 -9.9518 7.0462
C -1.6514 -0.0424 3.3015
C -3.1125 -0.2093 2.8491
C -4.2922 0.2644 3.6931
O -4.1120 -0.1132 5.0266
C -4.9416 0.5240 5.9653
N -3.1825 0.3999 1.4739
H -0.9323 -0.3193 2.5295
H -1.5337 -0.7452 4.1301
H -1.3569 0.9826 3.5313
H -3.3986 -1.2435 2.6432
H -5.2213 -0.1556 3.2921
H -4.4711 1.3429 3.5931
H -4.7378 0.0581 6.9277
H -6.0026 0.3872 5.7345
H -4.7526 1.5998 6.0134
H -2.7944 1.3362 1.5007
H -2.5294 -0.1377 0.9139
C 2.3590 3.4097 -0.9278
C 2.2440 4.6182 -0.0677
C 3.2322 4.7642 1.1016
O 3.0712 3.7169 2.0859
C 4.2839 3.4863 2.8545
N 2.3054 5.8118 -0.9354
H 3.2392 3.4039 -1.5794
H 1.5708 3.2844 -1.6744
H 2.4164 2.4264 -0.4525
H 1.2571 4.5942 0.4054
H 3.0212 5.7040 1.6168
H 4.2667 4.7390 0.7482
H 4.6143 4.4259 3.3119
H 5.1002 3.1643 2.2084
H 4.0492 2.8995 3.7396
H 1.3812 6.1916 -1.1047
H 2.7372 6.5685 -0.4135
```

=====

(5)
ORCA calculation (the ωB97M-V functional and the def2-TZVPD basis) on a structure of composition C23H23Cl3N4O6ReS.

- frontier orbital gap (alpha / beta) (eV) = 5.06 / 3.52
- energy above the lowest of the compared OMol25 structures with the same formula, charge and spin (kcal/mol) = 33.7
- E_LUMO (alpha / beta) (eV) = -8.013 / -9.553
- 2S+1 = 4
- charge = +2

Geometry as XYZ:
```
61
C23H23Cl3N4O6ReS (the ωB97M-V functional and the def2-TZVPD basis)
Re -0.1642 0.5895 0.1796
O -0.5932 -0.1988 -1.9510
C 0.4666 -0.9268 -2.5663
C 0.9989 -2.0165 -1.6304
N 1.4509 -1.4407 -0.3640
C 1.1480 -2.2856 0.7728
C -0.3963 -2.3543 0.9672
O -0.9557 -3.3867 1.2232
O -1.0186 -1.2280 0.8027
C 2.7576 -0.8265 -0.4312
C 2.6350 0.6639 -0.8999
O 3.4684 1.2070 -1.5607
O 1.5327 1.1823 -0.4490
H -1.3895 -0.7528 -1.9215
H 1.2435 -0.1937 -2.8007
H 0.1266 -1.3717 -3.5065
H 1.8118 -2.5472 -2.1385
H 0.1985 -2.7364 -1.4256
H 1.5572 -1.8538 1.6903
H 1.5172 -3.3105 0.6469
H 3.4430 -1.3411 -1.1130
H 3.2110 -0.7943 0.5635
N 0.2517 1.6547 3.1046
C 0.0777 1.2995 2.0163
H 0.3897 2.0260 4.0233
Cl -7.6737 2.5548 -6.5350
C -7.1668 1.7858 -5.0936
C -5.9219 2.0974 -4.5391
C -5.4906 1.4215 -3.4161
C -6.2734 0.4359 -2.8174
C -5.7020 -0.4158 -1.7019
C -5.6667 0.3228 -0.3299
N -4.3992 0.9635 -0.1344
C -4.0504 2.2548 -0.3977
C -2.7019 2.3389 -0.2152
N -2.2304 1.1053 0.1444
C -3.2869 0.3050 0.1875
O -4.3683 -0.8081 -2.0113
C -4.2382 -1.6081 -3.1701
C -4.3199 -3.0967 -2.9504
C -3.9327 -3.7784 -1.8114
Cl -3.3078 -3.1556 -0.3656
S -4.0925 -5.5111 -1.9846
C -4.6424 -5.3107 -3.5802
C -4.7291 -3.9932 -3.9554
C -7.5461 0.1773 -3.3502
Cl -8.5883 -0.9890 -2.6260
C -7.9836 0.8376 -4.4871
H -5.3015 2.8509 -4.9956
H -4.5120 1.6303 -3.0084
H -6.3319 -1.3056 -1.5829
H -5.8119 -0.4008 0.4743
H -6.4683 1.0598 -0.2832
H -4.7723 2.9986 -0.6668
H -2.0557 3.1897 -0.3091
H -3.2582 -0.7242 0.4808
H -3.2484 -1.3738 -3.5801
H -4.9772 -1.3171 -3.9249
H -4.8825 -6.1712 -4.1749
H -5.0597 -3.6877 -4.9316
H -8.9498 0.6059 -4.9053
```

=====

(6)
ORCA calculation (the ωB97M-V functional and the def2-TZVPD basis) on a structure of composition C29H35F4N3O3P2PtS.

- frontier orbital gap (alpha / beta) (eV) = 7.83 / 6.69
- energy above the lowest of the compared OMol25 structures with the same formula, charge and spin (kcal/mol) = 9.3
- E_LUMO (alpha / beta) (eV) = -4.915 / -7.836
- 2S+1 = 5
- charge = +2

Geometry as XYZ:
```
78
C29H35F4N3O3P2PtS (the ωB97M-V functional and the def2-TZVPD basis)
Pt -0.1605 0.4276 -0.3527
C 1.3639 -2.1384 -2.3249
C 0.8058 -0.9343 -3.0805
N 0.7723 0.4062 -2.4010
C 0.1180 1.3146 -3.4024
C -0.3048 2.6897 -2.9520
C 2.1292 0.9282 -2.1156
C 2.8475 0.1919 -1.0021
N 1.9239 -0.0878 0.1012
C 2.3497 -0.6066 1.2619
C 1.4192 -0.7991 2.3281
F 0.1334 -0.4795 2.1570
C 1.7949 -1.2825 3.5493
F 0.8716 -1.4111 4.4918
C 3.1118 -1.6391 3.8065
C 4.0437 -1.4928 2.7943
F 5.3050 -1.8402 2.9954
C 3.6936 -1.0015 1.5600
F 4.6451 -0.9264 0.6394
H 0.9137 -3.0418 -2.7407
H 1.1316 -2.1110 -1.2601
H 2.4388 -2.2489 -2.4494
H -0.2198 -1.1357 -3.3734
H 1.3722 -0.7942 -4.0066
H -0.7491 0.7746 -3.7790
H 0.8189 1.4066 -4.2390
H -0.9416 2.6335 -2.0747
H -0.8788 3.1502 -3.7581
H 0.5376 3.3498 -2.7412
H 2.0154 1.9788 -1.8521
H 2.7473 0.8782 -3.0176
H 3.6883 0.8024 -0.6752
H 3.2752 -0.7396 -1.3564
H 3.4038 -2.0293 4.7741
C -3.5732 -0.4963 0.6052
P -2.4616 0.8831 0.2482
C -3.4521 1.9628 -0.8223
C -2.2919 1.8129 1.8022
C -3.3092 1.8151 2.7566
C -3.1815 2.5590 3.9199
C -2.0379 3.3149 4.1420
C -1.0210 3.3224 3.2004
C -1.1354 2.5717 2.0306
P 0.1677 2.6312 0.7698
C -0.0845 4.2528 -0.0132
C 1.7325 2.8379 1.6638
H -3.1614 -1.1203 1.3964
H -3.6854 -1.0964 -0.2960
H -4.5537 -0.1180 0.8951
H -4.3672 2.2410 -0.2991
H -3.7117 1.4345 -1.7416
H -2.9019 2.8672 -1.0782
H -4.2093 1.2300 2.6077
H -3.9771 2.5474 4.6552
H -1.9388 3.8992 5.0482
H -0.1342 3.9184 3.3878
H -0.1794 5.0042 0.7731
H -0.9900 4.2589 -0.6164
H 0.7647 4.5065 -0.6490
H 1.8144 3.8460 2.0701
H 2.5641 2.6784 0.9748
H 1.8040 2.1154 2.4773
O 0.0337 -5.3949 -2.8795
S -0.8466 -5.6477 -1.7741
O -2.4007 -5.4483 -2.2322
N -0.9971 -4.2305 -0.8242
C -1.4714 -2.9893 -1.0812
O -1.1945 -1.9800 -0.4455
C -2.4180 -3.0217 -2.2331
C -2.9015 -1.8302 -2.7728
C -3.8056 -1.8688 -3.8156
C -4.2344 -3.1012 -4.3178
C -3.7544 -4.2873 -3.7910
C -2.8390 -4.2363 -2.7564
H -2.5641 -0.8917 -2.3525
H -4.1902 -0.9490 -4.2373
H -4.9444 -3.1366 -5.1336
H -4.0707 -5.2509 -4.1706
```

=====

(7)
ORCA calculation (the ωB97M-V functional and the def2-TZVPD basis) on a structure of composition C10H18FIrNO2PS2.

- frontier orbital gap (alpha / beta) (eV) = 6.97 / 6.80
- E_LUMO (alpha / beta) (eV) = 2.560 / 2.411
- 2S+1 = 2
- charge = -1

Geometry as XYZ:
```
36
C10H18FIrNO2PS2 (the ωB97M-V functional and the def2-TZVPD basis)
Ir 0.0037 0.5656 -0.2797
C 1.4128 4.1562 3.2786
C 0.5248 3.5367 2.2207
O 0.5042 2.1145 2.3894
P 1.3060 1.0973 1.4452
S 1.8957 -0.4196 2.4830
S -0.3926 2.5019 -1.0438
O 2.5453 2.0180 0.9836
C 3.1881 1.9878 -0.3042
C 3.8843 0.6673 -0.5726
H 1.3851 5.2459 3.2076
H 2.4397 3.8123 3.1521
H 1.0738 3.8602 4.2724
H 0.8624 3.7934 1.2185
H -0.5073 3.8753 2.3217
H 3.9055 2.8081 -0.2667
H 2.4533 2.2101 -1.0765
H 4.4771 0.3674 0.2930
H 4.5415 0.7749 -1.4389
H 3.1612 -0.1198 -0.7882
C -0.7787 -2.5431 0.0124
C -1.7915 -1.5800 0.5413
C -3.0180 -1.8228 1.0912
C -3.5690 -0.5627 1.4767
C -2.6599 0.4070 1.1522
C -2.7529 1.8754 1.3828
N -1.5713 -0.2115 0.5615
H -1.1864 -3.5534 0.0439
H 0.1392 -2.5232 0.6083
H -0.4954 -2.3125 -1.0150
H -3.4661 -2.7977 1.2131
H -4.5254 -0.3871 1.9469
H -3.7194 2.1120 1.8294
H -2.6490 2.4337 0.4528
H -1.9611 2.2209 2.0523
F 0.9165 -0.6307 -1.6242
```

=====

(8)
ORCA calculation (the ωB97M-V functional and the def2-TZVPD basis) on the molecule C19H20ClFN4O3.

- frontier orbital gap (eV) = 8.34
- energy above the lowest of the compared OMol25 structures with the same formula, charge and spin (kcal/mol) = 0.2
- E_LUMO (eV) = -0.615

Geometry as XYZ:
```
48
C19H20ClFN4O3 (the ωB97M-V functional and the def2-TZVPD basis)
C 3.3083 -1.1907 -4.2333
C 2.3574 -1.1301 -3.0126
C 1.3438 0.0452 -3.0753
C 1.9812 1.4459 -3.1807
O 2.2306 1.8273 -4.5485
C 2.9358 3.0685 -4.6241
N 0.4441 -0.1369 -1.9214
C -0.7915 -0.8202 -2.0633
O -1.0985 -1.3179 -3.1562
C -1.7394 -0.9356 -0.9442
C -3.1527 -1.4503 -1.1031
N -1.4414 -0.4744 0.2565
C -0.1635 0.0553 0.4857
C 0.2860 0.4334 1.7459
C -0.6422 0.2363 2.9147
C -1.1960 -1.0481 3.1889
C -1.9967 -1.3253 4.3064
F -2.3012 -2.6393 4.5209
C -2.3280 -0.2723 5.1707
O -3.0942 -0.3705 6.2994
C -4.1789 -1.3024 6.3189
C -1.8582 1.0139 4.8460
C -1.0003 1.2870 3.7613
Cl -0.4766 2.9414 3.5185
N 1.4932 0.8800 1.9316
C 2.2876 1.0912 0.8796
N 1.9675 0.7196 -0.3679
C 0.7531 0.2060 -0.5877
H 2.7138 -1.2224 -5.1535
H 3.8966 -2.1106 -4.2113
H 3.9825 -0.3238 -4.2618
H 2.9509 -1.0777 -2.0682
H 1.7921 -2.0508 -2.9609
H 0.7712 -0.1182 -4.0138
H 1.3337 2.1827 -2.7521
H 2.9302 1.4413 -2.6631
H 3.6903 3.1545 -3.8558
H 2.1904 3.8697 -4.5020
H 3.4371 3.1647 -5.5924
H -3.6509 -1.3904 -0.1488
H -3.2048 -2.4832 -1.4674
H -3.7174 -0.8162 -1.7983
H -0.8673 -1.8684 2.5770
H -3.8216 -2.3439 6.4585
H -4.7544 -1.0538 7.1963
H -4.7538 -1.2566 5.3508
H -2.1072 1.8642 5.5029
H 3.2593 1.6019 1.0369
```

=====

no.,F_max (eV/Å)
1,4.16
2,0.54
3,1.25
4,3.04
5,5.21
6,0.99
7,1.17
8,3.42